No. 1
{"formula": "CH3N4Si", "method": "ωB97M-V with the def2-TZVPD basis set", "species": ["C", "N", "N", "N", "N", "Si", "H", "H", "H"], "xyz": [[-0.071, 0.484, 0.066], [-0.935, 1.272, 2.019], [-0.526, 1.465, 0.701], [-0.343, -0.800, 1.556], [-0.877, -0.002, 2.287], [0.622, -0.400, -1.309], [1.457, -1.648, -0.815], [1.368, 0.485, -2.443], [-0.697, -0.855, -2.062]], "forces_ev_per_angstrom": [[-0.449, -1.549, 3.700], [-0.991, 1.194, -1.027], [0.590, 0.806, -0.286], [0.451, -0.040, -2.892], [0.740, -0.207, 1.149], [-0.613, -0.453, -1.614], [-0.672, 1.298, -0.666], [-0.452, -1.037, 1.276], [1.397, -0.012, 0.361]], "nbo_charge": [-0.37, -0.29, -0.30, -0.31, -0.07, 0.85, -0.14, -0.19, -0.18], "charge": -1, "e_above_lowest_kcal_mol": 67.68, "mol_weight_g_mol": 99.1, "lumo_energy_ev": 3.87, "homo_ev": -3.6, "orbital_gap_ev": 7.5}


No. 2
{"formula": "C3H3ClF2", "method": "ωB97M-V with the def2-TZVPD basis set", "species": ["C", "C", "C", "H", "H", "H", "F", "F", "Cl"], "xyz": [[0.475, 0.754, -0.027], [0.480, -0.750, -0.022], [-0.773, -0.008, 0.366], [1.014, 1.284, 0.752], [1.030, -1.300, 0.718], [-1.074, 0.007, 1.405], [0.487, 1.354, -1.231], [0.492, -1.342, -1.239], [-2.130, 0.001, -0.723]], "forces_ev_per_angstrom": [[-0.112, -0.462, 0.543], [-0.217, 0.368, -0.238], [0.036, 0.176, -0.025], [-0.018, 0.103, -0.196], [0.153, -0.166, 0.213], [0.073, -0.040, -0.038], [0.057, 0.190, -0.174], [0.006, -0.123, -0.073], [0.022, -0.045, -0.011]], "nbo_charge": [0.16, 0.16, -0.32, 0.18, 0.18, 0.23, -0.31, -0.31, 0.02], "charge": 0, "e_above_lowest_kcal_mol": 25.71, "mol_weight_g_mol": 112.5, "lumo_energy_ev": 0.73, "homo_ev": -10.4, "orbital_gap_ev": 11.1, "smiles": "F[C@@H]1[C@H](F)[C@@H]1Cl"}


No. 3
{"formula": "C4H7FO", "method": "ωB97M-V with the def2-TZVPD basis set", "species": ["C", "C", "C", "C", "H", "H", "H", "H", "H", "H", "H", "O", "F"], "xyz": [[-0.217, -0.793, -0.124], [-0.919, -0.240, 1.122], [1.083, -0.055, -0.514], [1.362, 1.260, -0.414], [-1.637, -0.299, -1.305], [0.177, -1.787, 0.193], [-0.218, -0.006, 1.941], [-1.778, -0.864, 1.460], [1.739, -0.684, -1.110], [2.242, 1.697, -0.931], [0.635, 1.861, 0.207], [-1.032, -1.079, -1.200], [-1.438, 0.987, 0.676]], "forces_ev_per_angstrom": [[2.478, -1.373, 2.305], [-0.115, 0.253, -0.929], [-0.476, 1.170, -0.833], [-1.019, -0.719, 0.671], [0.759, -0.922, -0.139], [-0.334, 0.328, -0.020], [-0.250, -0.356, -0.341], [0.669, 0.354, -0.242], [0.030, 0.002, -0.015], [-0.719, -0.233, 0.755], [1.199, -0.229, -1.029], [-1.644, 1.403, -0.569], [-0.576, 0.322, 0.386]], "nbo_charge": [0.03, 0.02, -0.21, -0.40, 0.48, 0.18, 0.18, 0.18, 0.20, 0.21, 0.21, -0.69, -0.39], "charge": 0, "e_above_lowest_kcal_mol": 28.21, "mol_weight_g_mol": 90.1, "lumo_energy_ev": 0.98, "homo_ev": -10.0, "orbital_gap_ev": 11.0, "smiles": "C=C[C@H](O)CF"}


No. 4
{"formula": "C15H25N3O2S4Ta", "method": "ωB97M-V with the def2-TZVPD basis set", "species": ["Ta", "C", "C", "C", "C", "C", "C", "C", "C", "C", "C", "H", "H", "H", "H", "H", "H", "H", "H", "H", "H", "H", "H", "H", "H", "H", "S", "S", "S", "S", "N", "C", "C", "O", "O", "H", "H", "H", "H", "C", "N", "C", "C", "N", "H", "H", "H", "H", "H", "H"], "xyz": [[0.129, 0.384, -0.947], [0.645, -2.064, -1.081], [0.496, -1.667, 0.274], [1.570, -0.778, 0.599], [2.348, -0.598, -0.572], [1.774, -1.386, -1.615], [2.422, -1.646, -2.936], [3.639, 0.144, -0.680], [1.921, -0.253, 1.956], [-0.505, -2.270, 1.209], [-0.198, -3.092, -1.755], [2.178, -0.886, -3.677], [2.119, -2.614, -3.328], [3.505, -1.655, -2.817], [3.774, 0.560, -1.676], [4.466, -0.545, -0.482], [3.696, 0.961, 0.035], [2.270, 0.779, 1.915], [2.730, -0.853, 2.379], [1.078, -0.308, 2.643], [-1.521, -2.195, 0.818], [-0.467, -1.808, 2.193], [-0.285, -3.332, 1.338], [-1.224, -2.748, -1.880], [-0.218, -4.001, -1.152], [0.193, -3.345, -2.738], [1.202, 2.450, 0.031], [1.177, 3.848, -1.501], [2.142, 2.774, -2.938], [0.790, 1.238, -3.226], [-1.470, 2.038, -1.407], [-2.498, 1.555, -2.346], [-2.576, 0.043, -2.235], [-3.533, -0.623, -2.470], [-1.395, -0.490, -1.838], [-1.892, 2.371, -0.547], [-0.943, 2.818, -1.803], [-2.190, 1.792, -3.365], [-3.474, 1.997, -2.167], [-1.886, 2.536, 3.647], [-1.915, 1.155, 3.147], [-2.403, 0.090, 4.032], [-1.442, 0.879, 1.976], [-1.017, 0.632, 0.926], [-2.899, 2.851, 3.892], [-1.472, 3.190, 2.884], [-1.260, 2.585, 4.537], [-3.412, 0.335, 4.358], [-1.748, 0.003, 4.899], [-2.422, -0.852, 3.491]], "forces_ev_per_angstrom": [[-0.511, -0.040, -0.370], [0.078, 0.125, 0.092], [0.058, -0.075, -0.081], [0.105, 0.045, 0.020], [0.024, 0.088, 0.085], [-0.027, -0.108, 0.065], [0.002, -0.016, -0.022], [0.006, 0.009, 0.004], [0.017, 0.018, 0.004], [-0.005, -0.029, -0.019], [0.004, -0.005, -0.015], [0.007, 0.002, -0.008], [-0.002, 0.005, 0.000], [0.003, -0.009, 0.003], [-0.005, 0.015, 0.000], [-0.001, -0.002, -0.011], [0.005, -0.009, 0.006], [-0.003, -0.005, -0.003], [-0.007, -0.009, -0.001], [-0.007, 0.013, -0.003], [0.001, -0.004, -0.009], [0.005, 0.003, 0.008], [0.005, 0.001, 0.004], [-0.001, -0.002, 0.018], [0.019, -0.005, -0.007], [-0.015, 0.015, -0.006], [0.093, -0.094, 0.032], [-0.020, 0.014, 0.020], [0.023, -0.028, -0.022], [0.023, 0.012, 0.006], [0.149, -0.107, -0.041], [0.040, -0.104, 0.065], [0.080, 0.180, -0.010], [-0.048, -0.014, -0.029], [0.005, 0.076, 0.152], [-0.002, -0.015, 0.010], [-0.036, 0.036, 0.009], [0.023, -0.011, 0.000], [-0.018, -0.010, 0.003], [0.000, -0.013, -0.013], [0.008, 0.008, -0.023], [0.004, 0.024, -0.019], [0.012, -0.119, 0.067], [-0.081, 0.141, 0.018], [0.002, 0.007, 0.002], [-0.001, 0.005, 0.006], [-0.003, 0.003, 0.003], [-0.002, -0.003, 0.005], [-0.004, -0.001, 0.003], [-0.002, -0.005, 0.004]], "nbo_charge": [1.64, -0.01, -0.11, -0.10, -0.04, -0.05, -0.65, -0.65, -0.63, -0.64, -0.65, 0.26, 0.23, 0.24, 0.25, 0.24, 0.24, 0.24, 0.25, 0.21, 0.24, 0.21, 0.25, 0.26, 0.24, 0.24, -0.35, 0.02, 0.05, -0.32, -0.82, -0.35, 0.80, -0.51, -0.79, 0.40, 0.44, 0.26, 0.24, -0.40, -0.43, -0.40, 0.67, -0.55, 0.22, 0.23, 0.22, 0.23, 0.22, 0.23], "charge": 1, "e_above_lowest_kcal_mol": 0.00, "mol_weight_g_mol": 588.6, "lumo_energy_ev": -4.29, "homo_ev": -10.9, "orbital_gap_ev": 6.7}


No. 5
{"formula": "C2H14O6", "method": "ωB97M-V with the def2-TZVPD basis set", "species": ["O", "C", "C", "H", "H", "H", "H", "H", "H", "O", "H", "H", "O", "H", "H", "O", "H", "H", "O", "H", "H", "O"], "xyz": [[0.912, -0.680, 2.064], [2.034, -0.728, 1.472], [2.882, 0.500, 1.309], [2.321, -1.659, 0.961], [2.378, 1.338, 0.736], [3.819, 0.278, 0.794], [3.172, 0.915, 2.280], [-0.638, -2.533, -1.718], [0.054, -1.078, -1.813], [-0.331, -1.755, -1.221], [-2.053, 0.720, -0.967], [-1.341, 2.060, -1.109], [-1.824, 1.394, -1.645], [-0.478, 0.694, -2.497], [0.164, 0.327, -3.808], [0.354, 0.283, -2.864], [-1.192, 1.640, 2.466], [-0.124, 0.655, 2.050], [-0.839, 1.239, 1.657], [-1.532, -1.031, -0.083], [-1.959, 0.055, 0.918], [-2.328, -0.530, 0.208]], "forces_ev_per_angstrom": [[-1.958, 0.506, 1.149], [1.625, -0.185, -0.770], [-0.182, 0.193, -0.440], [0.134, 0.207, -0.119], [0.223, -0.505, 0.395], [0.030, -0.103, -0.164], [-0.092, 0.253, 0.224], [0.361, 0.800, 0.049], [-0.094, -0.557, -0.213], [-0.166, -0.676, 0.158], [-0.297, -0.471, 0.165], [-0.389, -0.522, -0.424], [0.636, 0.968, 0.264], [0.393, -0.034, 0.248], [0.302, -0.212, -0.001], [-0.688, 0.530, -0.371], [-0.126, 0.118, -0.415], [0.588, -0.817, -0.852], [-0.286, 0.550, 1.105], [-0.324, 0.008, 0.065], [-0.072, -0.404, -0.330], [0.380, 0.354, 0.275]], "mulliken_spin": [0.21, 0.71, -0.06, -0.01, 0.06, 0.00, 0.05, 0.00, -0.01, 0.02, 0.00, 0.00, 0.00, 0.00, 0.00, 0.01, 0.00, 0.01, 0.00, 0.00, 0.00, 0.01], "charge": -1, "e_above_lowest_kcal_mol": 0.00, "mol_weight_g_mol": 134.1, "lumo_energy_ev": [3.29, 3.28], "homo_ev": [0.1, -3.7], "orbital_gap_ev": [3.2, 7.0], "spin_multiplicity": 2, "s_squared": 0.7532}


No. 6
{"formula": "C2H4N2S3", "method": "ωB97M-V with the def2-TZVPD basis set", "species": ["C", "C", "H", "H", "H", "H", "N", "N", "S", "S", "S"], "xyz": [[0.636, 0.318, 0.036], [-1.872, 0.532, -0.003], [2.840, -0.911, -0.062], [-0.264, -1.473, 0.195], [-0.485, 1.957, -0.043], [-2.554, 1.385, -0.060], [0.609, -1.030, -0.016], [-0.592, 0.976, 0.003], [2.061, -2.048, -0.013], [2.008, 1.325, -0.017], [-2.387, -1.031, -0.020]], "forces_ev_per_angstrom": [[1.136, -0.253, -0.662], [0.325, -0.634, -0.307], [-0.206, -0.529, 0.043], [-0.672, -0.456, -0.099], [0.319, 1.035, 0.042], [-0.070, -0.313, 0.074], [1.715, 0.880, 0.309], [-0.718, -0.898, 0.314], [-0.735, 1.481, 0.000], [-0.826, -0.991, 0.113], [-0.267, 0.676, 0.172]], "nbo_charge": [0.27, -0.06, 0.17, 0.43, 0.43, 0.21, -0.70, -0.58, 0.16, -0.24, -0.09], "charge": 0, "e_above_lowest_kcal_mol": 6.12, "mol_weight_g_mol": 152.3, "lumo_energy_ev": -0.64, "homo_ev": -8.9, "orbital_gap_ev": 8.2, "smiles": "S=CNC(=S)NS"}